{
  "formula": "C28H67F6N5O9Ti2",
  "method": "ωB97M-V with the def2-TZVPD basis set",
  "species": ["Ti", "Ti", "C", "O", "O", "C", "F", "F", "F", "C", "C", "H", "H", "H", "H", "H", "H", "C", "O", "O", "C", "F", "F", "F", "C", "C", "H", "H", "H", "H", "H", "H", "C", "C", "C", "O", "C", "N", "H", "H", "H", "H", "H", "H", "H", "H", "H", "H", "H", "C", "C", "C", "O", "C", "N", "H", "H", "H", "H", "H", "H", "H", "H", "H", "H", "H", "C", "C", "C", "O", "C", "N", "H", "H", "H", "H", "H", "H", "H", "H", "H", "H", "H", "C", "C", "C", "O", "C", "N", "H", "H", "H", "H", "H", "H", "H", "H", "H", "H", "H", "C", "C", "C", "O", "C", "N", "H", "H", "H", "H", "H", "H", "H", "H", "H", "H", "H"],
  "positions_angstrom": [[-0.243, -0.578, 1.744], [-1.095, -3.444, 0.069], [1.748, -2.785, 2.427], [1.720, -1.390, 2.822], [0.501, -3.004, 1.843], [3.023, -3.024, 1.616], [3.114, -2.296, 0.434], [4.087, -2.822, 2.302], [3.147, -4.313, 1.257], [2.517, -0.948, 3.917], [1.981, 0.410, 4.431], [2.599, 0.833, 5.223], [2.026, 1.134, 3.617], [0.944, 0.448, 4.764], [3.554, -0.716, 3.673], [2.640, -1.610, 4.775], [1.686, -3.371, 3.343], [-2.911, -0.261, -0.228], [-2.935, 0.637, 0.838], [-1.747, -1.005, -0.124], [-4.319, -0.987, -0.484], [-4.288, -1.968, -1.416], [-4.775, -1.622, 0.599], [-5.368, -0.204, -0.872], [-3.686, 1.872, 0.626], [-3.723, 2.485, 2.039], [-2.693, 2.724, 2.303], [-4.366, 3.364, 2.009], [-4.133, 1.796, 2.778], [-4.720, 1.740, 0.306], [-3.140, 2.490, -0.087], [-2.837, 0.349, -1.129], [1.345, -5.348, -1.916], [1.611, -3.903, -2.340], [1.181, -3.597, -3.802], [1.792, -4.553, -4.691], [1.410, -4.399, -6.025], [0.813, -3.112, -1.451], [1.717, -6.111, -2.600], [0.277, -5.549, -1.996], [1.703, -5.555, -0.907], [2.690, -3.752, -2.329], [1.536, -2.606, -4.087], [0.097, -3.678, -3.888], [0.389, -4.775, -6.083], [1.866, -5.053, -6.769], [1.536, -3.419, -6.484], [1.205, -3.120, -0.520], [0.946, -2.160, -1.763], [-0.393, 0.966, -8.192], [-0.052, 0.183, -6.953], [-1.268, -0.291, -6.096], [-0.888, -0.639, -4.787], [-1.978, -0.980, -3.940], [0.957, -0.888, -7.266], [-1.000, 1.853, -8.006], [-0.965, 0.235, -8.764], [0.473, 1.153, -8.826], [0.509, 0.796, -6.248], [-1.888, -1.066, -6.545], [-1.838, 0.631, -5.982], [-2.591, -1.811, -4.287], [-2.739, -0.202, -3.878], [-1.624, -1.115, -2.918], [1.234, -1.342, -6.408], [1.753, -0.446, -7.701], [0.030, 4.253, 3.544], [0.421, 5.304, 2.531], [1.946, 5.338, 2.073], [2.701, 5.917, 3.137], [4.011, 6.315, 2.833], [-0.380, 5.257, 1.353], [0.206, 3.252, 3.151], [-1.039, 4.223, 3.759], [0.577, 4.243, 4.487], [0.206, 6.264, 2.999], [2.064, 5.983, 1.202], [2.247, 4.301, 1.924], [4.530, 6.862, 3.620], [4.013, 7.040, 2.019], [4.617, 5.428, 2.648], [-0.055, 6.079, 0.865], [-1.309, 5.565, 1.603], [2.376, 1.309, 0.374], [1.102, 1.887, -0.199], [0.705, 1.403, -1.588], [1.738, 1.793, -2.518], [1.515, 1.160, -3.736], [0.069, 1.695, 0.788], [3.236, 1.821, -0.057], [2.495, 0.261, 0.099], [2.601, 1.475, 1.428], [1.215, 2.971, -0.207], [-0.301, 1.752, -1.821], [0.692, 0.316, -1.504], [1.551, 0.071, -3.759], [2.324, 1.542, -4.359], [0.540, 1.400, -4.159], [-0.040, 2.539, 1.331], [-0.863, 1.667, 0.399], [-2.661, -2.297, 3.325], [-2.239, -1.206, 4.297], [-1.095, -1.759, 5.242], [-1.582, -2.728, 6.186], [-1.879, -2.187, 7.401], [-1.843, -0.063, 3.497], [-1.960, -2.497, 2.515], [-3.578, -2.008, 2.812], [-2.823, -3.208, 3.901], [-3.079, -0.769, 4.838], [-0.611, -0.934, 5.765], [-0.253, -2.233, 4.738], [-1.088, -1.566, 7.820], [-2.038, -2.874, 8.232], [-2.787, -1.594, 7.290], [-1.704, 0.805, 3.995], [-2.646, 0.149, 2.922]],
  "mulliken_spin": [2.151, 3.155, 0.035, 0.065, -0.034, 0.023, 0.002, 0.000, 0.000, -0.006, 0.149, 0.000, -0.014, -0.001, 0.000, 0.000, -0.013, -0.013, 0.040, -0.056, 0.049, -0.001, 0.002, -0.001, 0.003, 0.006, 0.005, 0.001, -0.001, 0.000, 0.001, -0.009, 0.034, 0.021, -0.008, 0.001, 0.001, 0.126, 0.000, 0.009, 0.005, 0.003, -0.001, 0.012, 0.000, 0.000, 0.000, -0.149, 0.002, 0.000, 0.000, 0.000, -0.001, 0.002, 0.000, 0.000, 0.000, 0.000, 0.000, 0.000, 0.000, -0.004, 0.000, 0.026, 0.000, 0.000, -0.051, 0.004, -0.002, 0.000, 0.000, -0.001, 0.075, 0.003, 0.000, 0.001, 0.000, 0.002, 0.000, 0.000, 0.000, 0.000, 0.000, 0.187, -0.022, -0.058, 0.002, 0.007, 0.069, 0.008, -0.068, -0.018, 0.009, -0.002, 0.145, -0.003, 0.000, 0.000, -0.001, -0.048, 0.155, -0.062, 0.051, 0.000, 0.002, 0.050, -0.044, -0.008, -0.004, 0.018, -0.005, -0.009, 0.000, 0.000, 0.000, 0.017, -0.014],
  "s2": 12.00,
  "homo_lumo_gap_ev": [4.0531, 9.4564],
  "spin_multiplicity": 7,
  "homo_ev": [-3.74, -9.18],
  "lumo_energy_ev": [0.31, 0.28]
}

{
  "formula": "C17H19N2O5PS",
  "method": "ωB97M-V with the def2-TZVPD basis set",
  "species": ["O", "N", "O", "C", "C", "C", "C", "C", "C", "C", "P", "O", "O", "S", "C", "C", "C", "C", "C", "C", "N", "H", "H", "H", "H", "H", "H", "H", "H", "H", "H", "H", "C", "C", "C", "O", "C", "H", "H", "H", "H", "H", "H", "H", "H"],
  "positions_angstrom": [[-5.308, 1.749, -2.343], [-4.681, 0.777, -2.319], [-3.850, 0.725, -1.122], [-2.519, 1.115, -1.478], [-1.693, 1.108, -0.218], [-1.824, 2.198, 0.644], [-1.109, 2.259, 1.823], [-0.232, 1.225, 2.150], [-0.087, 0.140, 1.299], [-0.820, 0.067, 0.113], [-0.610, -1.408, -1.001], [1.016, -1.631, -0.737], [-1.154, -2.595, -0.034], [0.677, 1.352, 3.663], [1.003, 3.091, 3.586], [2.223, 3.618, 3.993], [2.435, 4.985, 3.905], [1.451, 5.817, 3.398], [0.234, 5.286, 2.993], [-0.001, 3.924, 3.101], [-1.276, 3.379, 2.711], [-2.111, 0.433, -2.229], [-2.523, 2.128, -1.896], [-2.502, 3.014, 0.418], [0.609, -0.648, 1.564], [1.502, -0.808, -0.871], [-0.598, -2.699, 0.750], [2.997, 2.961, 4.374], [3.390, 5.391, 4.218], [1.620, 6.884, 3.311], [-0.562, 5.905, 2.596], [-1.711, 3.014, 3.559], [1.541, -5.853, -3.125], [2.141, -4.513, -3.543], [0.909, -3.618, -3.558], [0.032, -4.130, -2.556], [0.482, -5.412, -2.123], [2.265, -6.544, -2.695], [1.072, -6.340, -3.983], [2.850, -4.167, -2.788], [2.653, -4.541, -4.505], [0.401, -3.655, -4.528], [1.137, -2.576, -3.327], [0.905, -5.318, -1.116], [-0.372, -6.088, -2.076]],
  "mulliken_charge": [-0.232, 0.123, -0.202, -0.981, 0.145, -0.532, -0.255, 0.266, -0.079, 0.278, 0.168, -0.551, -0.460, -0.287, 0.658, -0.653, -0.418, -0.577, -0.321, -0.006, -0.437, 0.442, 0.431, 0.463, 0.448, 0.309, 0.283, 0.380, 0.372, 0.373, 0.422, 0.358, -0.556, -0.610, -0.214, -0.275, -0.437, 0.331, 0.256, 0.260, 0.351, 0.264, 0.182, 0.248, 0.270],
  "homo_lumo_gap_ev": 8.3774,
  "spin_multiplicity": 1,
  "homo_ev": -8.50,
  "lumo_energy_ev": -0.12
}

{
  "formula": "C21H31NO6",
  "method": "ωB97M-V with the def2-TZVPD basis set",
  "species": ["O", "C", "O", "C", "C", "C", "C", "C", "C", "C", "H", "H", "H", "H", "H", "H", "H", "C", "C", "C", "C", "C", "O", "N", "C", "H", "H", "C", "H", "H", "O", "C", "H", "C", "O", "C", "C", "O", "C", "C", "H", "H", "H", "H", "H", "H", "H", "H", "H", "H", "H", "H", "H", "H", "H", "H", "H", "H", "H"],
  "positions_angstrom": [[0.501, -0.571, -2.372], [0.728, 0.609, -2.272], [1.861, 1.106, -1.771], [2.868, 0.181, -1.347], [3.893, -0.018, -2.432], [5.097, 0.673, -2.405], [6.020, 0.508, -3.423], [5.743, -0.343, -4.480], [4.541, -1.030, -4.515], [3.620, -0.870, -3.495], [2.681, -1.402, -3.521], [4.321, -1.693, -5.338], [6.463, -0.470, -5.275], [6.955, 1.047, -3.393], [5.311, 1.342, -1.584], [3.318, 0.625, -0.456], [2.384, -0.770, -1.097], [-0.182, 1.729, -2.712], [-1.617, 1.280, -2.983], [-2.471, 1.157, -1.720], [-2.035, 0.014, -0.802], [-0.953, 0.442, 0.166], [-0.600, 1.606, 0.273], [-0.368, -0.530, 0.922], [-0.777, -1.915, 0.935], [0.097, -2.528, 1.174], [-1.132, -2.199, -0.056], [-1.872, -2.232, 1.968], [-2.141, -3.298, 1.885], [-1.495, -2.046, 2.977], [-3.006, -1.431, 1.711], [-3.986, -1.407, 2.727], [-4.230, -2.435, 3.034], [-3.637, -0.597, 3.989], [-3.673, 0.804, 3.815], [-2.661, 1.344, 2.989], [-1.252, 1.325, 3.598], [-0.762, -0.006, 3.704], [0.545, -0.260, 3.265], [0.762, -0.141, 1.740], [0.973, 0.898, 1.475], [1.632, -0.755, 1.478], [0.738, -1.288, 3.589], [1.267, 0.400, 3.768], [-0.607, 1.929, 2.955], [-1.278, 1.765, 4.604], [-2.952, 2.386, 2.837], [-2.642, 0.835, 2.023], [-2.666, -0.907, 4.388], [-4.408, -0.800, 4.737], [-4.864, -0.959, 2.254], [-1.664, -0.809, -1.414], [-2.880, -0.351, -0.218], [-3.506, 0.988, -2.025], [-2.430, 2.094, -1.162], [-2.087, 2.009, -3.646], [-1.594, 0.319, -3.503], [-0.154, 2.501, -1.943], [0.263, 2.144, -3.621]],
  "mulliken_charge": [-0.558, 0.698, -0.259, -0.616, 0.384, -0.426, -0.577, -0.398, -0.654, -0.342, 0.467, 0.378, 0.378, 0.380, 0.362, 0.481, 0.307, -0.650, -0.919, -1.062, -1.094, 0.583, -0.641, 1.036, -1.312, 0.547, 0.371, -0.517, 0.487, 0.311, -0.232, -0.641, 0.392, -0.450, -0.507, -0.016, -0.701, -0.355, -0.945, -1.183, 0.510, 0.497, 0.357, 0.427, 0.388, 0.419, 0.428, 0.002, 0.248, 0.458, 0.318, 0.498, 0.615, 0.449, 0.346, 0.429, 0.333, 0.304, 0.469],
  "homo_lumo_gap_ev": 9.8676,
  "spin_multiplicity": 1,
  "homo_ev": -9.12,
  "lumo_energy_ev": 0.74
}

{
  "formula": "C12H9NO",
  "method": "ωB97M-V with the def2-TZVPD basis set",
  "species": ["C", "C", "C", "C", "C", "C", "C", "C", "C", "C", "C", "C", "H", "H", "H", "H", "H", "H", "H", "H", "H", "N", "O"],
  "positions_angstrom": [[-2.099, 2.558, 3.402], [-1.862, 1.920, 2.125], [-1.461, 1.081, 1.345], [-0.730, 0.049, 0.552], [-1.370, -1.034, 0.094], [-0.776, -1.845, -0.776], [0.565, -1.502, -1.341], [1.211, -2.277, -2.249], [2.405, -1.838, -2.777], [3.020, -0.694, -2.265], [2.360, 0.119, -1.297], [1.086, -0.310, -0.838], [-3.212, 4.057, 2.690], [-2.213, 1.812, 4.259], [-1.143, 3.114, 3.651], [-2.353, -1.374, 0.422], [-1.339, -2.706, -1.149], [0.762, -3.227, -2.600], [2.927, -2.434, -3.493], [4.019, -0.341, -2.596], [2.848, 0.957, -0.793], [0.502, 0.452, 0.134], [-3.147, 3.462, 3.498]],
  "mulliken_charge": [-0.188, 0.938, -0.914, 0.144, -0.529, -0.627, 1.032, -0.567, -0.512, -0.399, -0.355, 0.052, 0.319, 0.256, 0.229, 0.354, 0.353, 0.335, 0.392, 0.324, 0.432, -0.539, -0.530],
  "homo_lumo_gap_ev": 8.1881,
  "spin_multiplicity": 1,
  "homo_ev": -8.64,
  "lumo_energy_ev": -0.45
}